# 1
Computed, not measured: one molecule with the formula C12H16N6O3, with ωB97M-V/def2-TZVPD.

Structure (XYZ):
```
37
Properties=species:S:1:pos:R:3:forces:R:3:lowdin_charge:R:1
C 0.530306 0.188490 3.180000 0.163 -0.086 0.164 -0.283
C 0.808260 -0.747630 2.007981 -0.098 -0.353 -0.010 -0.434
C -1.010089 0.316701 3.261017 -0.306 -0.155 -0.078 -0.088
C -1.541396 0.874127 1.974879 0.159 -0.083 -0.022 -0.309
C -1.972038 0.196606 0.864511 0.007 0.168 0.038 -0.062
C -1.722487 2.323780 0.412192 -0.056 0.214 -0.374 -0.199
C 1.073147 -0.752427 -0.407193 0.217 0.044 0.052 -0.204
C 2.089806 -1.856984 -0.758831 0.117 0.128 -0.421 -0.470
C 1.026023 0.348153 -1.465340 0.083 0.071 -0.123 -0.078
C 0.209890 -0.067025 -2.652352 0.105 -0.134 -0.029 -0.278
C 0.618606 -0.784501 -3.742254 -0.238 0.219 0.128 -0.032
C -1.536832 -0.333656 -3.877921 0.106 -0.016 0.022 -0.185
H 1.702287 1.759191 3.827330 -0.189 -0.081 -0.307 0.085
H 0.519139 2.194466 2.747033 0.145 -0.082 0.071 0.057
H 0.892725 -0.306619 4.091518 -0.057 0.092 -0.240 0.152
H -1.266043 0.972350 4.098236 0.037 -0.079 -0.068 0.121
H -1.443521 -0.674067 3.436810 0.126 0.176 0.042 0.121
H -2.192202 -0.845355 0.694926 0.059 0.047 0.052 0.126
H -1.715942 3.249093 -0.159097 0.003 -0.284 0.149 0.122
H -2.118663 0.913467 -1.129061 -0.045 0.089 0.064 0.097
H 1.604487 0.792657 1.024812 -0.085 -0.259 -0.123 0.134
H 0.099358 -1.251649 -0.343396 0.000 0.055 -0.017 0.149
H 0.582524 1.251234 -1.032358 -0.012 -0.169 0.003 0.111
H 2.050186 0.594341 -1.773483 -0.228 -0.097 0.034 0.131
H 1.576631 -1.203693 -3.998206 -0.043 0.054 0.010 0.122
H -2.539980 -0.305943 -4.273095 0.044 -0.020 -0.014 0.120
H -0.547148 -1.403350 -5.415015 -0.042 0.129 0.281 0.154
H 1.462590 -2.708070 0.829699 0.050 -0.014 -0.029 0.078
N 1.199120 1.473785 2.990476 0.013 0.190 0.286 0.050
N -1.391770 2.213611 1.676267 -0.073 -0.134 -0.080 0.088
N -2.095469 1.138096 -0.131655 0.120 0.045 0.275 0.062
N 1.342837 -0.186061 0.908834 -0.090 0.135 0.268 0.136
N -1.149756 0.196170 -2.741418 0.262 -0.098 -0.218 0.083
N -0.506145 -0.935056 -4.519871 -0.054 -0.113 -0.177 0.057
O 0.461075 -1.936773 2.042794 0.123 0.382 -0.115 0.036
O 2.793030 -1.824649 -1.741877 -0.268 0.020 0.405 0.099
O 2.107455 -2.872811 0.093107 -0.056 0.000 0.105 0.128
```
Positions in Å, forces in eV/Å.

Calculated values
**Frontier orbital gap**: 9.4 eV
**Structure (SMILES)**: N[C@@H](Cc1c[nH]cn1)C(=O)N[C@@H](Cc1c[nH]cn1)C(=O)O
**Total charge**: 0

***

# 2
Computed, not measured: one molecule with the formula C2H5N3O2S, with ωB97M-V/def2-TZVPD.

Structure (XYZ):
```
13
Properties=species:S:1:pos:R:3:forces:R:3:lowdin_charge:R:1
C 0.430066 -0.627701 1.169014 -0.965 -2.908 -3.206 -0.419
C -0.010875 -0.574499 -1.201792 0.984 -2.381 1.841 -0.377
H -0.648531 -1.177703 3.326897 2.275 2.312 -1.000 0.183
H -0.107137 1.068982 2.078049 1.334 -1.837 0.705 0.198
H 0.648347 -2.308092 2.021967 0.156 -0.398 1.183 0.032
H 0.203552 -1.654314 -1.158855 -0.287 0.604 0.203 0.130
H -1.260017 1.734089 -3.584481 1.344 -0.571 2.087 -0.074
N 0.522077 0.197419 2.246181 -2.013 1.500 -0.928 -0.019
N 0.362419 -1.932320 1.154102 0.376 3.359 -1.504 0.152
N -0.392380 -0.050979 -2.243154 -0.510 0.339 -1.993 -0.382
O 0.210914 -0.548183 3.351189 -1.590 -1.270 2.494 -0.101
O 0.228314 0.119672 -0.040348 0.407 -0.480 2.017 -0.034
S -0.519375 1.592469 -2.317096 -1.512 1.731 -1.897 0.710
```
Positions in Å, forces in eV/Å.

Calculated values
**Frontier orbital gap**: 9.3 eV
**Structure (SMILES)**: [H]/N=C(\NO)O/C=N\S
**Total charge**: 0

***

# 3
Computed, not measured: C26H21ClIMnN6O2S as an isolated structure, with ωB97M-V/def2-TZVPD.

Structure (XYZ):
```
59
Properties=species:S:1:pos:R:3:forces:R:3:lowdin_charge:R:1
Mn 0.008002 0.185168 0.017156 0.020 -1.031 0.360 0.530
N -0.033140 -0.372907 2.256626 -0.054 -0.018 -0.650 0.075
C 1.081002 -0.038319 3.072634 0.058 0.101 0.060 -0.231
C 0.831957 0.458720 4.348662 -0.002 0.012 -0.014 -0.047
C 1.859292 0.824002 5.199899 0.039 -0.010 -0.016 -0.111
C 3.168262 0.684140 4.767898 -0.039 -0.012 -0.008 -0.106
C 3.414865 0.200601 3.493869 0.002 0.015 0.024 -0.043
C 2.396852 -0.172758 2.610483 -0.010 -0.022 -0.005 -0.114
C 2.771555 -0.582942 1.226782 -0.058 0.097 0.055 -0.201
C 3.973966 -1.281802 1.068493 0.018 0.004 -0.007 -0.086
C 4.517761 -1.500546 -0.185741 -0.010 0.000 -0.026 -0.126
C 3.864102 -0.973298 -1.292639 0.020 0.009 0.040 -0.120
C 2.644028 -0.333092 -1.128851 0.112 0.003 0.089 -0.143
C 2.006905 -0.162545 0.116458 0.034 -0.168 -0.308 -0.136
H -0.883567 -0.103781 2.737436 0.030 -0.087 -0.096 0.073
H -0.085174 -1.370973 2.036409 0.011 0.143 0.215 0.057
H -0.198097 0.562759 4.672655 -0.024 0.001 0.010 0.102
H 1.636996 1.218495 6.182252 -0.011 0.015 0.036 0.092
H 3.992856 0.975966 5.404546 0.028 0.015 0.022 0.091
H 4.435931 0.154663 3.140224 0.017 -0.003 -0.010 0.104
H 4.491341 -1.662338 1.942319 0.023 -0.016 0.028 0.095
H 5.441099 -2.057638 -0.293435 0.018 0.005 -0.005 0.083
H 4.291430 -1.088408 -2.282804 0.017 -0.008 -0.040 0.087
H 2.139209 0.034479 -2.018087 0.053 0.039 0.028 0.076
Cl -5.884390 -0.038867 -3.723320 0.014 -0.004 0.006 0.639
C -4.205849 -0.030524 -3.229626 -0.020 0.001 -0.068 -0.621
C -3.227849 -0.147670 -4.177931 -0.080 0.019 0.060 -0.193
C -1.877542 -0.136244 -3.813143 0.115 -0.018 0.009 -0.640
I -0.411668 -0.327018 -5.285334 -0.014 0.002 0.015 0.872
C -1.455507 0.003146 -2.487904 0.161 -0.079 -0.006 -0.425
O -0.234871 0.023013 -2.101019 -0.112 0.322 0.262 -0.194
C -2.512873 0.095426 -1.507109 0.066 0.024 0.168 -0.116
N -2.088953 0.193448 -0.217163 -0.194 0.203 0.105 0.058
C -2.989725 0.321475 0.734734 0.130 -0.022 -0.224 -0.108
C -4.371550 0.330935 0.479309 0.004 -0.021 -0.119 -0.050
C -4.816953 0.212601 -0.808237 0.084 0.006 0.045 -0.033
C -3.877380 0.093625 -1.859572 -0.105 -0.019 0.092 -0.176
H -3.504654 -0.243005 -5.219216 0.007 -0.008 0.006 0.086
H -2.617480 0.442523 1.744030 -0.005 0.014 -0.033 0.096
H -5.065098 0.437682 1.302515 0.002 0.004 -0.002 0.100
H -5.873995 0.218037 -1.035378 0.000 0.000 -0.014 0.084
O -0.165274 4.482368 0.365575 -0.015 0.555 -0.017 -0.026
C -0.083441 3.287668 0.347981 0.002 -0.373 0.100 -0.540
N -0.002550 2.111451 0.362994 -0.160 0.180 -0.073 0.041
C 0.427156 -5.256076 2.843286 -0.025 -0.016 -0.014 -0.097
C -0.703104 -5.197668 1.815113 -0.018 0.011 0.010 -0.250
C -0.409703 -4.204217 0.735756 -0.026 0.058 0.051 -0.620
N -0.472475 -2.932761 0.905176 -0.055 -0.199 0.070 0.010
N -0.088762 -2.196436 -0.176299 -0.045 0.375 -0.037 -0.009
C 0.290377 -2.943726 -1.179052 0.161 0.015 -0.252 -0.658
N 0.791592 -2.475478 -2.331102 -0.112 -0.135 0.018 0.126
S 0.151109 -4.648213 -0.847388 0.039 0.055 0.066 1.091
H 0.189010 -5.963154 3.637664 0.001 -0.021 0.026 0.068
H 0.584992 -4.274334 3.286624 0.003 0.025 0.013 0.074
H 1.361795 -5.565180 2.376249 0.033 -0.006 -0.019 0.076
H -1.636265 -4.902580 2.298588 0.012 -0.009 -0.002 0.110
H -0.863535 -6.181493 1.370757 -0.023 -0.001 0.008 0.097
H 0.689572 -1.466275 -2.477496 -0.109 -0.040 -0.024 0.036
H 0.845977 -3.080149 -3.129582 -0.007 0.018 -0.010 0.090
```
Positions in Å, forces in eV/Å.

Calculated values
**Frontier orbital gap (spin up / spin down)**: 6.1 / 5.6 eV
**Spin multiplicity**: 2
**Total charge**: -1

***

# 4
Computed, not measured: one molecule with the formula C21H23ClN4O3S, with ωB97M-V/def2-TZVPD.

Structure (XYZ):
```
53
Properties=species:S:1:pos:R:3:forces:R:3:lowdin_charge:R:1
C 5.217452 2.246525 -0.284578 0.058 -0.398 0.243 -0.036
H 5.785731 3.170936 -0.231265 0.050 0.117 -0.041 0.084
H 5.576174 1.675490 -1.137750 0.041 -0.002 -0.124 0.071
H 4.168067 2.489118 -0.439131 -0.110 0.058 -0.019 0.074
C 5.392880 1.466934 1.020991 0.110 0.383 0.072 -0.446
C 4.846377 2.268488 2.198166 0.207 -0.365 -0.236 -0.037
H 3.797238 2.495972 2.028051 -0.142 0.065 -0.006 0.081
H 4.935068 1.691897 3.114938 0.009 -0.015 0.105 0.081
H 5.398254 3.197564 2.305490 0.026 0.133 0.025 0.081
O 4.692424 0.229294 1.015743 -0.100 0.018 0.134 -0.172
C 5.296343 -0.813239 0.286181 0.196 -0.258 0.065 -0.220
C 4.436698 -2.075484 0.387889 0.028 0.334 -0.270 -0.128
H 3.991743 -2.107736 1.382409 0.040 -0.108 0.071 0.126
H 5.090052 -2.941041 0.274084 0.024 -0.034 0.020 0.114
C 3.328161 -2.191326 -0.667449 0.229 -0.199 0.216 -0.136
N 2.168714 -1.392243 -0.390566 -0.239 0.288 0.074 -0.022
C 0.913472 -1.858978 -0.227679 -0.515 -0.765 0.013 -0.216
N 0.511595 -3.091941 -0.149893 0.698 0.654 -0.057 0.190
C -0.843651 -3.234731 0.016269 -0.494 0.128 0.034 -0.217
C -1.378603 -4.524314 0.126156 -0.111 0.060 0.021 -0.031
C -2.731400 -4.703126 0.284515 0.071 -0.105 -0.001 -0.094
C -3.591435 -3.604586 0.337914 -0.141 0.115 0.015 -0.094
C -3.093531 -2.328212 0.231097 0.029 -0.164 0.011 -0.024
C -1.720322 -2.120975 0.069348 0.045 -0.505 -0.040 -0.200
N -1.261302 -0.826790 -0.043524 0.803 0.045 0.039 0.207
C 0.017575 -0.728144 -0.173828 -1.377 -0.764 0.122 -0.230
N 0.761402 0.421134 -0.264006 -0.412 0.905 -0.104 -0.087
S 0.217517 1.828854 -1.052777 0.164 -0.231 0.116 0.708
O 0.278159 1.606196 -2.467225 -0.407 -0.149 -0.014 -0.269
O 1.018507 2.887017 -0.516836 -0.116 -0.015 0.290 -0.273
C -1.464667 1.919826 -0.489188 0.550 0.128 -0.263 -0.304
C -2.485514 1.585452 -1.356452 0.020 0.089 -0.119 -0.054
C -3.788335 1.574450 -0.893622 0.046 0.057 0.066 -0.089
C -4.035850 1.896803 0.434616 0.357 -0.022 -0.142 -0.668
C -3.006101 2.246000 1.298962 0.011 -0.040 -0.046 -0.082
C -1.705773 2.256479 0.827718 0.020 0.075 0.036 -0.047
H -0.876901 2.518527 1.464970 0.053 0.037 0.178 0.122
H -3.224609 2.495829 2.325227 -0.024 0.026 0.064 0.110
Cl -5.652812 1.862542 1.022356 -0.254 -0.008 0.092 0.697
H -4.604624 1.308663 -1.546626 -0.064 -0.007 -0.041 0.111
H -2.243515 1.329802 -2.375257 -0.053 -0.082 -0.128 0.119
C 2.145218 0.048512 -0.512856 1.105 0.774 -0.071 -0.111
H 2.445907 0.374910 -1.523538 0.075 -0.115 0.100 0.144
H 2.800539 0.514209 0.232584 -0.190 -0.118 -0.346 0.121
H -3.735249 -1.461182 0.271515 -0.082 0.100 0.003 0.103
H -4.652423 -3.761904 0.463941 -0.084 0.002 0.011 0.099
H -3.136124 -5.701039 0.369081 -0.017 -0.081 0.005 0.099
H -0.698979 -5.361274 0.084350 0.080 -0.081 -0.012 0.107
H 3.730575 -1.923375 -1.653504 -0.047 -0.082 0.006 0.131
H 2.969882 -3.222845 -0.699435 0.052 0.089 -0.106 0.120
H 5.427790 -0.534280 -0.769351 0.039 -0.020 0.038 0.118
H 6.295257 -1.011994 0.707227 -0.109 0.046 -0.092 0.127
H 6.465282 1.260093 1.179701 -0.148 0.007 -0.006 0.142
```
Positions in Å, forces in eV/Å.

Calculated values
**Frontier orbital gap**: 8.0 eV
**Structure (SMILES)**: CC(C)OCCCN1CN(S(=O)(=O)c2ccc(Cl)cc2)c2nc3ccccc3nc21
**Total charge**: 0

***

# 5
Computed, not measured: C5H8O as an isolated structure, with ωB97M-V/def2-TZVPD.

Structure (XYZ):
```
14
Properties=species:S:1:pos:R:3:forces:R:3:lowdin_charge:R:1
C -0.461325 0.781611 1.288752 0.025 -0.024 -0.046 -0.063
C -0.809975 0.411080 -0.127635 -0.110 0.036 0.120 -0.242
C 0.221477 0.133028 -1.228569 0.145 0.168 -0.268 -0.151
C 1.312126 -0.786685 -0.781071 0.043 0.172 0.113 -0.103
O 0.465417 -1.617763 -0.077136 0.025 -0.043 0.064 -0.058
C -0.669460 -0.954733 -0.662534 -0.354 -0.132 -0.027 -0.203
H 0.388033 0.202289 1.650648 -0.010 -0.021 -0.006 0.058
H -1.302166 0.582844 1.956047 0.006 -0.003 -0.055 0.082
H -0.205852 1.839500 1.366597 -0.012 -0.012 -0.036 0.082
H -1.668046 0.933879 -0.548295 0.123 -0.091 0.017 0.143
H 0.194817 0.633555 -2.189024 -0.007 -0.073 0.167 0.128
H 2.071395 0.237000 0.440281 -0.131 -0.120 -0.134 0.145
H 2.340141 -0.404997 -0.193872 0.152 0.024 0.014 0.031
H -1.409499 -1.586431 -1.139209 0.105 0.119 0.077 0.153
```
Positions in Å, forces in eV/Å.

Calculated values
**Frontier orbital gap**: 8.8 eV
**Total charge**: 0

***

Values for energy above the lowest of the compared OMol25 structures with the same formula, charge and spin, kcal/mol, ordered as above
0.0, 90.8, 2.6, 24.7, 144.9